# 1
Entry from the Open Molecules 2025 dataset: a 16-piece molecular cluster, C44H49Br2Cl45F3N2O5PS2 overall (the ωB97M-V functional and the def2-TZVPD basis).

Results
Net charge: 0
Multiplicity: 1
Gap between HOMO and LUMO, eV: 7.57
HOMO, eV: -7.950

Last column: Löwdin charge in e.
Geometry (Å):
C: 2.42190 4.91416 3.98946  -0.0394
C: 1.65434 4.07536 3.61126  -0.1538
C: 1.01983 2.85918 3.07138  -0.1185
C: 1.23732 2.65407 1.58297  -0.0960
C: 2.50592 2.48223 1.01988  -0.2242
C: 3.71205 2.47942 1.93055  -0.4227
S: 3.91923 0.79200 2.64234  0.8626
C: 4.38395 -0.34226 1.30063  -0.5509
C: 4.67579 -1.78634 1.76942  -0.1927
C: 2.66182 2.27149 -0.36224  -0.2039
P: 4.37716 2.05184 -1.02259  0.9345
O: 4.75228 3.31885 -2.03907  -0.3052
O: 4.43790 0.63270 -1.89473  -0.3513
C: 1.51695 2.22210 -1.19790  -0.2060
C: 1.66792 1.97910 -2.68222  -0.0885
C: 1.33572 3.15639 -3.62819  -0.2665
O: 0.10380 2.92323 -4.27784  -0.0874
C: 1.39531 4.55831 -3.02321  -0.5826
F: 1.42168 5.44403 -4.06797  0.0895
F: 2.49939 4.79657 -2.32561  0.1593
F: 0.30629 4.88012 -2.32108  0.1506
C: 0.27238 2.37647 -0.60452  -0.3544
C: 0.11038 2.59728 0.76165  -0.2806
N: -1.18252 2.75057 1.34720  -0.3965
Br: -1.85754 4.49955 0.97073  0.8024
C: -2.10151 1.73803 0.93371  -0.3009
C: -2.88071 1.08562 1.90298  -0.0986
C: -2.72377 1.45144 3.36354  -0.1375
C: -3.97779 2.07464 4.01280  -0.2116
C: -3.98392 3.61551 3.92227  -0.0987
C: -3.76607 0.08715 1.48266  -0.1869
C: -4.64354 -0.70637 2.45943  -0.1296
C: -6.10756 -0.26357 2.47659  -0.7546
O: -6.75020 -0.36907 3.46598  0.0335
Br: -7.01454 0.48343 0.91239  0.7309
C: -3.89849 -0.25495 0.14278  -0.0494
C: -3.14881 0.40729 -0.82823  -0.2414
C: -3.28120 0.02983 -2.29189  -0.1098
C: -2.66547 -1.37620 -2.44291  -0.3748
O: -2.94015 -1.93477 -3.73741  -0.0503
C: -1.18618 -1.43672 -2.07846  -0.2031
N: -0.87902 -2.58965 -1.20068  0.0213
C: -2.26144 1.38923 -0.40968  -0.3985
S: -1.22987 2.27122 -1.57193  1.0776
H: 3.15239 5.59872 4.34593  0.0335
H: 1.40166 1.97430 3.59406  0.1202
H: -0.03724 2.92223 3.31446  0.0876
H: 4.63814 2.75207 1.43555  0.0410
H: 3.60394 3.10487 2.80862  0.0425
H: 5.27532 0.04377 0.80884  0.0479
H: 3.58126 -0.39935 0.56106  0.0548
H: 4.34771 -2.47613 0.98782  0.0544
H: 5.73839 -1.98624 1.89860  0.0209
H: 4.20330 -2.07696 2.71411  0.0028
H: 5.09650 3.02063 -2.89362  0.0054
H: 5.25467 0.65023 -2.40980  0.0472
H: 0.96032 1.18152 -2.94133  0.1041
H: 2.65034 1.57315 -2.90432  0.0775
H: 2.10252 3.14042 -4.41126  0.1197
H: -0.19272 3.75387 -4.67179  0.1049
H: -2.48815 0.54386 3.92125  0.0490
H: -1.87147 2.10523 3.51782  0.0854
H: -3.92526 1.84394 5.08328  0.1034
H: -4.91591 1.65136 3.65938  0.0882
H: -4.55170 4.05677 4.74300  0.0704
H: -4.36994 3.93899 2.95537  0.0414
H: -2.95701 3.96161 4.06380  0.0599
H: -4.27230 -0.54622 3.47218  0.0509
H: -4.52208 -1.76364 2.21577  0.1229
H: -4.57945 -1.04770 -0.15654  0.0474
H: -2.68447 0.68670 -2.92547  0.0574
H: -4.32410 -0.00017 -2.60142  0.0888
H: -3.18281 -2.01323 -1.71768  0.1060
H: -3.20959 -2.84813 -3.61055  0.0868
H: -0.81181 -0.51743 -1.62434  0.0920
H: -0.60299 -1.57253 -2.99626  0.0948
H: -0.13681 -3.12764 -1.62537  -0.0271
H: -0.48966 -2.25829 -0.32591  0.0650
C: -6.09497 3.88545 -1.14131  -1.5520
Cl: -5.11821 2.98303 0.00964  0.5709
Cl: -7.02338 5.15002 -0.33046  0.5325
Cl: -5.08032 4.57399 -2.41127  0.5269
H: -6.79069 3.19988 -1.60295  -0.0538
C: 3.20238 -2.86161 -3.26497  -1.5390
Cl: 4.55366 -2.30079 -2.28216  0.5708
Cl: 2.15415 -3.91691 -2.31853  0.5450
Cl: 2.29399 -1.49865 -3.92584  0.5772
H: 3.59818 -3.43780 -4.09137  -0.0080
C: 4.61964 -7.34308 -3.16806  -1.5500
Cl: 4.10428 -7.56676 -4.85051  0.5105
Cl: 4.75450 -5.62371 -2.78528  0.5391
Cl: 3.50383 -8.13346 -2.06068  0.5139
H: 5.59319 -7.79199 -3.04609  -0.0457
C: 1.76045 4.93562 8.24062  -1.5096
Cl: 3.36217 5.02481 8.98303  0.5060
Cl: 1.89019 4.71416 6.48586  0.6363
Cl: 0.81109 3.63350 8.96667  0.5171
H: 1.24974 5.87077 8.43028  0.0124
C: -2.83158 0.12979 -6.68801  -1.5333
Cl: -1.82593 1.17563 -5.69294  0.5935
Cl: -4.53512 0.48028 -6.40311  0.5249
Cl: -2.43068 0.30557 -8.40222  0.5451
H: -2.64128 -0.89586 -6.39723  0.0055
C: 7.18128 -11.28063 -3.75838  -1.5305
Cl: 8.77398 -10.59359 -3.43909  0.5324
Cl: 6.61794 -12.22317 -2.37807  0.5304
Cl: 6.02182 -10.00906 -4.15925  0.5527
H: 7.26231 -11.94252 -4.61045  0.0126
C: 3.43436 -8.88349 2.06082  -1.5468
Cl: 2.56889 -7.72963 1.04382  0.5005
Cl: 4.51039 -9.89100 1.08918  0.5134
Cl: 4.33592 -8.04728 3.32518  0.5272
H: 2.70621 -9.52791 2.53512  0.0112
C: -0.78917 -1.69588 -11.12674  -1.5743
Cl: -2.16394 -2.49685 -11.88836  0.5222
Cl: 0.65355 -2.70864 -11.21887  0.5212
Cl: -0.49554 -0.11990 -11.86434  0.5173
H: -1.02606 -1.53988 -10.08227  -0.0388
C: 4.70004 4.40455 12.74675  -1.5614
Cl: 5.65391 3.55425 13.96342  0.5232
Cl: 3.68791 5.63928 13.49697  0.5210
Cl: 5.74524 5.11627 11.51722  0.5024
H: 4.05194 3.68602 12.26162  0.0083
C: -6.43342 -2.18996 -3.59749  -1.5293
Cl: -7.01898 -0.66305 -4.24760  0.5288
Cl: -6.05617 -2.01839 -1.88261  0.6004
Cl: -7.60148 -3.48285 -3.86961  0.5460
H: -5.51512 -2.44365 -4.11224  -0.0029
C: 6.88203 -1.29260 5.18441  -1.5174
Cl: 7.80191 -1.54741 3.69890  0.5455
Cl: 7.05875 0.37197 5.73748  0.5290
Cl: 5.17527 -1.69724 4.97017  0.5652
H: 7.28908 -1.94694 5.94351  0.0096
C: -3.36358 -2.59368 5.74594  -1.5716
Cl: -2.44270 -3.60285 6.86092  0.5357
Cl: -4.17906 -1.28845 6.60840  0.5555
Cl: -2.32177 -1.94589 4.47707  0.6045
H: -4.11761 -3.20989 5.26483  -0.1018
C: 5.50908 5.48614 -4.34892  -1.5444
Cl: 4.24800 4.71472 -5.31223  0.5831
Cl: 6.97369 4.49431 -4.34033  0.5437
Cl: 5.85372 7.10574 -4.94741  0.5501
H: 5.15049 5.56580 -3.32943  0.0029
C: -5.46879 -6.08840 3.30098  -1.5247
Cl: -6.30524 -4.89134 2.31128  0.5360
Cl: -4.36801 -7.05365 2.32199  0.5399
Cl: -4.59762 -5.30029 4.62354  0.5867
H: -6.20888 -6.74894 3.73307  0.0144
C: -8.70397 4.78214 -4.75660  -1.5305
Cl: -9.59033 6.24466 -4.32958  0.5344
Cl: -7.10476 5.18152 -5.37960  0.5229
Cl: -8.58153 3.70107 -3.36326  0.5538
H: -9.25278 4.26678 -5.53351  0.0117

---

# 2
Entry from the Open Molecules 2025 dataset: C33H24CrO4 as an isolated structure (the ωB97M-V functional and the def2-TZVPD basis).

Results
Relative energy (zero: lowest compared OMol25 entry of this formula, charge and spin), eV: 0.7901
Net charge: +1
Multiplicity: 4
Gap between HOMO and LUMO (spin up / spin down), eV: 5.72 / 5.59
HOMO (spin up / spin down), eV: -8.974 / -11.291

Last column: Löwdin charge in e.
Geometry (Å):
C: 3.38849 -0.34764 2.36991  -0.0018
C: 2.09340 0.32955 2.77424  -0.4366
C: 1.00294 -0.55508 3.13173  0.0017
C: -0.35564 -0.25771 2.81124  -0.2144
C: -0.82909 1.07008 2.64326  -0.0255
C: -2.18757 1.32724 2.49412  -0.0694
C: -3.10505 0.27118 2.44224  -0.0694
C: -2.64931 -1.05295 2.53421  -0.0840
C: -1.29945 -1.31855 2.70373  -0.0287
O: 2.02986 1.57294 2.84533  0.0195
H: 3.22623 -1.02914 1.52274  0.0935
H: 4.10977 0.41926 2.07847  0.0893
H: 3.80678 -0.92362 3.20512  0.0763
H: 1.24724 -1.61611 3.22322  0.1345
H: -0.10697 1.88217 2.67587  0.0995
H: -2.53045 2.36189 2.42426  0.1065
H: -4.17194 0.47577 2.33597  0.1077
H: -3.36208 -1.87990 2.49272  0.1123
H: -0.94015 -2.34836 2.78150  0.1244
O: 0.36432 4.79020 10.62003  0.1953
C: 0.40928 4.78662 9.45686  -0.0610
Cr: 0.80308 4.68517 7.59765  0.2651
C: 1.66302 3.07846 8.09091  -0.0730
O: 2.22719 2.14587 8.50440  0.1915
C: 2.44041 5.49847 8.13147  -0.0619
O: 3.42786 5.86938 8.62341  0.1910
C: -0.31910 6.33057 6.73776  -0.0916
C: -1.20894 5.33657 7.16523  -0.0966
C: -1.02494 4.00914 6.75881  -0.0776
C: -0.00995 3.66395 5.84124  -0.2440
C: 0.23553 2.27102 5.49115  0.0800
C: 0.58904 1.09713 5.47561  0.0101
C: 0.99253 -0.24456 5.63029  -0.1318
C: 2.42686 -0.48836 5.77798  -0.1704
C: 3.30465 0.62442 5.72384  -0.0390
C: 4.67845 0.48178 5.89336  -0.0597
C: 5.21765 -0.78149 6.16140  -0.0647
C: 4.37696 -1.89924 6.18328  -0.0588
C: 3.00789 -1.76430 5.92936  -0.0312
C: -0.05248 -1.16081 6.06209  -0.1544
C: -1.39961 -0.76550 5.85142  -0.0302
C: -2.44958 -1.66789 5.98604  -0.0722
C: -2.19409 -2.96277 6.44861  -0.0679
C: -0.89888 -3.30677 6.85403  -0.0632
C: 0.14637 -2.38776 6.74158  -0.0217
C: 0.90923 4.66554 5.46957  -0.0689
C: 0.74231 5.99142 5.88736  -0.0966
H: -0.44024 7.36176 7.08104  0.1493
H: -2.02204 5.58224 7.84814  0.1519
H: -1.66172 3.20941 7.14922  0.1583
H: 2.88303 1.61133 5.53063  0.1047
H: 5.31555 1.36416 5.80936  0.1128
H: 6.28849 -0.88893 6.33866  0.1112
H: 4.78503 -2.89360 6.37738  0.1134
H: 2.39226 -2.65754 5.82594  0.1055
H: -1.60636 0.26218 5.53916  0.1104
H: -3.45631 -1.36238 5.69964  0.1112
H: -3.00666 -3.68826 6.50664  0.1097
H: -0.69774 -4.30259 7.25245  0.1115
H: 1.10677 -2.61037 7.20957  0.1051
H: 1.76130 4.37054 4.84978  0.1606
H: 1.46179 6.74886 5.57657  0.1524

---

# 3
Entry from the Open Molecules 2025 dataset: C2H6O3 as an isolated structure (the ωB97M-V functional and the def2-TZVPD basis).

Results
Relative energy (zero: lowest compared OMol25 entry of this formula, charge and spin), eV: 1.2210
Net charge: 0
Multiplicity: 1
Gap between HOMO and LUMO, eV: 10.46
HOMO, eV: -10.003

Last column: Löwdin charge in e.
Geometry (Å):
H: 0.68279 -0.97345 -1.10201  0.1391
O: 1.81958 -0.43490 -1.21668  0.0345
O: -0.38154 -0.86925 -0.46699  0.0083
H: 1.74079 0.15487 -0.40193  0.0867
H: 2.71086 -0.80976 -1.22835  0.1090
C: -0.52405 0.15718 0.27374  -0.6354
O: 0.44662 0.89880 0.47507  -0.0127
C: -1.78198 0.41096 1.09984  -0.0141
H: -1.94678 1.48997 1.18558  0.0708
H: -2.66247 -0.24513 0.72457  0.1041
H: -1.76632 0.21746 2.24950  0.1098

---

# 4
Entry from the Open Molecules 2025 dataset: C34H52ClIN5O6S2SiW as an isolated structure (the ωB97M-V functional and the def2-TZVPD basis).

Results
Relative energy (zero: lowest compared OMol25 entry of this formula, charge and spin), eV: 1.2700
Net charge: +1
Multiplicity: 3
Gap between HOMO and LUMO (spin up / spin down), eV: 6.00 / 6.58
HOMO (spin up / spin down), eV: -9.303 / -10.625

Last column: Löwdin charge in e.
Geometry (Å):
W: 0.31717 1.27376 -1.31849  1.5675
N: 1.93342 3.59675 1.87361  0.1448
C: 1.83105 3.03704 0.66441  -0.7918
S: 0.59579 3.65409 -0.43026  0.7245
N: 2.69280 2.13691 0.26388  0.0193
N: 2.33174 1.59450 -0.92175  -0.2164
C: 3.26876 1.10522 -1.68901  -0.0689
C: 2.81782 0.64843 -2.95845  -0.2685
C: 3.67724 0.22877 -3.98304  -0.0038
C: 3.16391 -0.13675 -5.20139  -0.0361
C: 1.77696 -0.09015 -5.38063  -0.0302
C: 0.98563 0.33273 -4.34238  -0.0915
N: 1.46404 0.71308 -3.14559  -0.0208
H: 1.17505 4.18853 2.16777  0.0956
H: 2.38151 3.05686 2.59760  0.1002
H: 4.30765 1.14247 -1.39064  0.1426
H: 4.74228 0.22340 -3.79246  0.1272
H: 3.81020 -0.44535 -6.01128  0.1207
H: 1.33021 -0.36582 -6.32463  0.1174
H: -0.08799 0.39684 -4.47206  0.1232
Cl: -4.55292 2.26889 -6.12707  0.7275
C: -3.62493 1.72129 -4.77449  -0.6007
C: -4.03376 0.59295 -4.10008  -0.1449
C: -3.28239 0.09204 -3.03448  -0.6175
I: -3.72657 -1.71346 -2.09390  1.0121
C: -2.13484 0.75129 -2.62614  -0.4099
O: -1.32556 0.35691 -1.65582  -0.2736
C: -1.72966 1.91199 -3.31054  -0.1634
N: -0.54327 2.43627 -2.85122  -0.1096
C: -0.02885 3.45388 -3.56533  -0.1288
C: -0.66872 3.99243 -4.66687  -0.0215
C: -1.88593 3.50749 -5.10084  0.0157
C: -2.44520 2.41246 -4.41997  -0.1684
H: -4.92846 0.08031 -4.42376  0.1045
H: 0.91628 3.83350 -3.20197  0.0935
H: -0.19770 4.80844 -5.19651  0.1191
H: -2.38248 3.93950 -5.95736  0.1052
C: -0.16177 -3.52460 -2.72687  -0.1106
C: 1.29376 -3.97099 -2.58352  -0.2711
C: 2.25766 -2.81063 -2.37549  -0.2980
S: 2.04920 -1.77072 -0.88127  1.0232
O: 0.84432 -0.89435 -1.18672  -0.6111
C: 1.43719 -2.97573 0.32426  -0.3227
C: 2.60437 -3.79367 0.86764  -0.2837
C: 2.20531 -4.55123 2.13164  -0.0789
H: -0.82648 -4.38748 -2.76709  0.0812
H: -0.29695 -2.95573 -3.64882  0.0793
H: -0.48169 -2.88860 -1.90286  0.0353
H: 1.60563 -4.47021 -3.50404  0.1183
H: 1.40308 -4.70566 -1.78415  0.0973
H: 2.17022 -2.09521 -3.19584  0.0713
H: 3.29529 -3.14955 -2.32786  0.0983
H: 0.66424 -3.59743 -0.12115  0.0924
H: 0.98170 -2.36182 1.10379  0.0742
H: 3.44313 -3.12855 1.08990  0.0972
H: 2.94618 -4.50803 0.11393  0.1069
H: 1.87641 -3.86015 2.90825  0.0537
H: 3.05397 -5.11343 2.51868  0.0817
H: 1.39426 -5.25178 1.92919  0.0846
C: -2.98332 2.38983 0.90022  -0.0163
C: -2.46160 2.74033 2.29083  -0.6111
C: -2.11988 4.22414 2.38201  -0.0295
C: -3.50961 2.41785 3.35420  -0.0210
O: -1.27274 1.99505 2.62292  -0.0849
Si: -0.40295 0.73316 2.06175  0.0799
O: 0.09322 0.90942 0.50438  -0.4094
O: -1.11343 -0.72824 2.04016  -0.0872
C: -2.10012 -1.42787 2.82025  -0.6024
C: -3.45136 -1.27734 2.12995  -0.0243
C: -2.14803 -0.90490 4.25814  -0.0087
C: -1.71771 -2.90554 2.79746  -0.0226
O: 0.84891 0.82947 3.11237  -0.0848
C: 1.92054 -0.04723 3.50568  -0.6049
C: 2.80155 -0.39865 2.31002  -0.0214
C: 1.33699 -1.32492 4.10121  -0.0268
C: 2.71460 0.69832 4.57313  -0.0168
H: -3.83644 3.01942 0.64546  0.0997
H: -3.28192 1.34041 0.84887  0.0784
H: -2.19922 2.55106 0.16512  0.0465
H: -3.03197 4.82052 2.34143  0.0923
H: -1.46674 4.52909 1.56886  0.0465
H: -1.62190 4.42350 3.33245  0.0919
H: -4.45027 2.92160 3.13138  0.0950
H: -3.15155 2.74835 4.33007  0.0969
H: -3.69058 1.34663 3.40825  0.0577
H: -3.80513 -0.24891 2.15738  0.0599
H: -4.19376 -1.91003 2.61775  0.0968
H: -3.36396 -1.58539 1.08918  0.0371
H: -1.99754 0.17438 4.27526  0.0711
H: -1.36808 -1.36575 4.86380  0.0717
H: -3.11268 -1.12952 4.71272  0.0979
H: -1.70656 -3.27310 1.76966  0.0878
H: -2.45034 -3.48203 3.36299  0.0970
H: -0.73697 -3.06774 3.24386  0.0630
H: 2.16506 -0.68608 1.47268  0.0329
H: 3.47567 -1.22009 2.56064  0.0945
H: 3.39247 0.45378 1.98881  0.0723
H: 0.73088 -1.82762 3.34908  0.0426
H: 0.69894 -1.08364 4.95150  0.0895
H: 2.13123 -1.99220 4.43677  0.0938
H: 3.30315 1.51150 4.14297  0.0776
H: 3.40431 0.02146 5.07747  0.0928
H: 2.02950 1.11564 5.31051  0.0955

---

Electronic energy readings, ordered: -802343.7392, -71211.0942, -8313.2870, -107837.3826 eV
Maximum force readings, ordered: 3.42, 4.56, 2.70, 3.21 eV/Å